100
Properties=species:S:1:pos:R:3 method="wB97M-V/def2-TZVPD" fmax_ev_per_a=13.0 homo_energy_ev=-0.162 e_tot_ha=-2563.82764 de_lowest_ev=6.235 gap_ev=3.803 total_charge=-2
Sr -0.191 -0.636 0.832
C -1.130 -5.157 2.663
C -0.525 -6.446 2.195
C -1.180 -7.641 2.482
C -0.629 -8.874 2.171
C 0.615 -8.914 1.565
C 1.262 -7.742 1.225
C 0.697 -6.491 1.505
N 1.416 -5.351 1.110
C 0.978 -4.223 0.350
N -0.199 -4.423 -0.297
C -1.009 -3.608 -1.183
C -0.648 -2.297 -1.580
C -1.532 -1.774 -2.543
C -2.683 -2.406 -2.998
C -3.024 -3.651 -2.494
C -2.179 -4.279 -1.588
C -2.574 -5.636 -1.044
N 1.719 -3.195 0.169
C 2.871 -2.859 0.898
C 3.087 -3.158 2.251
C 4.223 -2.708 2.908
C 5.166 -1.961 2.220
C 4.944 -1.641 0.888
C 3.809 -2.061 0.210
C 3.550 -1.680 -1.222
H -1.003 -5.039 3.742
H -2.198 -5.128 2.448
H -0.661 -4.302 2.192
H -2.143 -7.596 2.980
H -1.162 -9.785 2.409
H 1.084 -9.866 1.347
H 2.229 -7.777 0.737
H 2.409 -5.491 1.006
H -0.585 -5.334 -0.112
H -1.279 -0.799 -2.945
H -3.335 -1.929 -3.726
H -3.937 -4.152 -2.801
H -3.535 -5.940 -1.461
H -2.688 -5.616 0.047
H -1.852 -6.423 -1.290
H 2.333 -3.698 2.805
H 4.355 -2.931 3.961
H 6.050 -1.601 2.731
H 5.658 -1.013 0.368
H 4.228 -0.883 -1.522
H 2.527 -1.329 -1.319
H 3.679 -2.544 -1.881
C -1.935 -1.922 1.186
Si -1.598 -1.108 2.831
C -2.620 -1.817 4.198
C 0.233 -1.548 2.856
N -1.506 0.472 2.284
C -1.691 1.638 3.014
C -2.086 1.658 4.362
C -2.372 2.833 5.068
C -2.232 4.041 4.412
C -1.771 4.062 3.097
C -1.447 2.904 2.350
N -0.945 2.934 1.093
Si -0.178 4.254 0.405
C 1.144 5.113 1.482
C 0.732 3.769 -1.187
C -1.329 5.714 -0.134
H -1.008 -2.407 0.932
H -2.250 -1.190 0.451
H -2.727 -2.673 1.223
H -3.060 -2.766 3.884
H -3.435 -1.138 4.443
H -1.993 -1.982 5.076
H 0.412 -2.255 3.673
H 0.883 -0.700 3.080
H 0.467 -2.066 1.939
H -2.165 0.706 4.873
H -2.693 2.794 6.104
H -2.470 4.971 4.922
H -1.631 5.021 2.606
H 1.919 4.364 1.679
H 0.746 5.449 2.445
H 1.613 5.969 0.984
H 1.779 4.078 -1.135
H 0.297 4.223 -2.087
H 0.725 2.687 -1.263
H -1.687 6.306 0.715
H -2.214 5.318 -0.648
H -0.819 6.397 -0.826
C -1.582 1.886 -2.247
C -0.577 1.773 -3.344
N 0.511 1.049 -3.327
C 1.129 1.248 -4.535
C 0.404 2.108 -5.305
N -0.692 2.436 -4.533
H -1.254 1.273 -1.416
H -2.568 1.566 -2.591
H -1.636 2.911 -1.879
H 2.061 0.757 -4.768
H 0.553 2.512 -6.292
H -1.423 3.074 -4.784
N 3.207 1.431 0.466
C 2.170 0.912 0.336

111
Properties=species:S:1:pos:R:3 method="wB97M-V/def2-TZVPD" fmax_ev_per_a=1.2 homo_energy_ev=-13.449 e_tot_ha=-3475.11436 de_lowest_ev=0.000 gap_ev=7.288 total_charge=+2
Au -0.045 0.544 -0.957
C -2.383 -2.702 -2.864
C -2.573 -2.724 -1.369
C -3.729 -3.280 -0.827
C -3.925 -3.333 0.542
C -2.962 -2.823 1.399
C -1.800 -2.241 0.904
C -0.753 -1.695 1.831
C -1.633 -2.203 -0.480
N -0.413 -1.638 -0.995
C 0.571 -2.398 -1.260
C 0.553 -3.883 -1.114
C 1.835 -1.735 -1.749
C 2.825 -2.583 -2.483
N 1.982 -0.498 -1.495
C 3.163 0.182 -1.922
C 4.250 0.254 -1.053
C 4.253 -0.513 0.237
C 5.337 1.022 -1.451
C 5.341 1.675 -2.676
C 4.267 1.540 -3.541
C 3.161 0.777 -3.183
C 2.016 0.542 -4.126
H -2.938 -3.518 -3.323
H -1.340 -2.799 -3.162
H -2.759 -1.773 -3.297
H -4.473 -3.697 -1.496
H -4.822 -3.784 0.943
H -3.107 -2.876 2.471
H -1.054 -1.837 2.867
H -0.592 -0.625 1.665
H 0.211 -2.192 1.695
H -0.211 -4.196 -0.405
H 1.525 -4.249 -0.792
H 0.332 -4.352 -2.076
H 2.317 -3.255 -3.175
H 3.381 -3.208 -1.780
H 3.539 -1.970 -3.026
H 3.360 -0.315 0.834
H 5.124 -0.258 0.833
H 4.293 -1.589 0.046
H 6.196 1.098 -0.797
H 6.196 2.268 -2.968
H 4.293 2.014 -4.515
H 2.175 1.056 -5.072
H 1.063 0.871 -3.705
H 1.902 -0.523 -4.348
O 0.206 1.465 1.664
S 0.731 1.414 3.081
C 2.489 1.080 3.156
C 2.841 -0.071 3.845
C 4.184 -0.350 4.076
C 5.156 0.526 3.623
C 4.798 1.675 2.923
C 3.465 1.959 2.689
C 0.790 3.100 3.667
C 0.349 4.120 2.848
C 0.374 5.428 3.316
C 0.830 5.692 4.598
C 1.260 4.653 5.417
C 1.242 3.348 4.957
H 2.069 -0.734 4.219
H 4.464 -1.238 4.626
H 6.199 0.321 3.824
H 5.561 2.361 2.581
H 3.191 2.878 2.192
H -0.010 3.876 1.859
H 0.033 6.238 2.685
H 0.848 6.709 4.965
H 1.610 4.862 6.419
H 1.580 2.537 5.592
C -1.042 4.184 -0.725
Si 0.329 3.033 -1.393
C 1.971 3.066 -0.560
C 0.505 3.425 -3.204
Si -1.898 1.800 -1.084
Si -2.955 1.748 -3.224
C -4.480 0.704 -2.942
C -3.376 3.466 -3.824
C -1.857 0.827 -4.429
Si -3.562 2.139 0.580
C -4.657 3.490 -0.126
C -4.442 0.498 0.712
C -2.906 2.641 2.251
H -0.493 5.133 -0.677
H -1.438 3.998 0.270
H -1.867 4.345 -1.425
H 2.481 4.011 -0.773
H 2.597 2.260 -0.942
H 1.843 2.947 0.510
H 0.440 4.516 -3.280
H -0.258 3.007 -3.855
H 1.488 3.132 -3.567
H -5.265 1.234 -2.403
H -4.265 -0.215 -2.392
H -4.879 0.423 -3.920
H -4.003 4.012 -3.118
H -3.937 3.371 -4.758
H -2.492 4.072 -4.027
H -1.425 -0.061 -3.963
H -1.031 1.421 -4.820
H -2.453 0.496 -5.283
H -5.158 3.209 -1.051
H -4.121 4.426 -0.291
H -5.433 3.697 0.616
H -4.969 0.204 -0.192
H -5.179 0.590 1.515
H -3.759 -0.306 0.986
H -2.357 3.583 2.251
H -2.262 1.869 2.671
H -3.762 2.770 2.920

12
Properties=species:S:1:pos:R:3 method="wB97M-V/def2-TZVPD" fmax_ev_per_a=6.9 homo_energy_ev=-8.656 e_tot_ha=-319.59559 de_lowest_ev=3.173 gap_ev=8.454
H 0.440 2.699 -0.102
N 0.927 1.773 -0.069
C 0.054 0.859 -0.115
N -1.339 0.908 -0.129
N -1.970 -0.303 -0.043
C -1.018 -1.176 -0.120
C 0.344 -0.609 -0.067
C 1.591 -1.076 -0.023
H -1.946 1.674 0.613
H -1.373 -2.185 -0.003
H 1.761 -2.139 0.032
H 2.527 -0.423 0.026

44
Properties=species:S:1:pos:R:3 method="wB97M-V/def2-TZVPD" fmax_ev_per_a=1.6 homo_energy_ev=-8.336 e_tot_ha=-1448.37018 de_lowest_ev=2.170 gap_ev=8.731 smiles="Cc1ccc(NC(=O)CSc2nnc(-c3ccccc3C)o2)cc1C"
C -7.517 1.504 0.703
C -6.166 1.027 0.265
C -5.366 1.827 -0.540
C -4.120 1.406 -0.958
C -3.646 0.157 -0.572
N -2.380 -0.233 -1.036
C -1.687 -1.364 -0.771
O -2.053 -2.276 -0.067
C -0.353 -1.446 -1.515
S 0.562 0.139 -1.568
C 2.077 -0.390 -0.946
N 2.431 -1.595 -0.620
N 3.708 -1.515 -0.210
C 4.084 -0.276 -0.302
C 5.363 0.313 0.012
C 5.513 1.692 -0.154
C 6.716 2.307 0.127
C 7.783 1.545 0.577
C 7.638 0.180 0.742
C 6.439 -0.466 0.468
C 6.316 -1.939 0.655
O 3.065 0.506 -0.775
C -4.436 -0.651 0.236
C -5.688 -0.227 0.656
C -6.518 -1.122 1.524
H -7.723 2.494 0.306
H -8.294 0.823 0.357
H -7.576 1.546 1.790
H -5.726 2.799 -0.846
H -3.513 2.045 -1.585
H -1.929 0.455 -1.625
H 0.298 -2.174 -1.032
H -0.540 -1.750 -2.547
H 4.674 2.274 -0.505
H 6.822 3.373 -0.003
H 8.728 2.017 0.799
H 8.476 -0.405 1.093
H 6.029 -2.418 -0.279
H 7.254 -2.362 1.005
H 5.527 -2.165 1.370
H -4.067 -1.617 0.536
H -5.993 -2.049 1.731
H -7.464 -1.358 1.036
H -6.748 -0.632 2.469

13
Properties=species:S:1:pos:R:3 method="wB97M-V/def2-TZVPD" fmax_ev_per_a=1.7 homo_energy_ev=-8.330 e_tot_ha=-340.74669 de_lowest_ev=1.312 gap_ev=9.036 smiles=Cc1ncc(O)[nH]1
C 2.144 -0.240 0.206
C 0.695 -0.155 -0.139
N 0.119 -0.583 -1.207
C -1.248 -0.399 -0.978
C -1.449 0.224 0.206
O -2.562 0.648 0.849
N -0.189 0.384 0.812
H 2.725 -0.413 -0.697
H 2.277 -1.101 0.868
H 2.554 0.634 0.728
H -1.970 -0.739 -1.704
H -3.324 0.435 0.291
H 0.229 1.306 0.765

13
Properties=species:S:1:pos:R:3 method="wB97M-V/def2-TZVPD" fmax_ev_per_a=0.5 homo_energy_ev=-8.121 e_tot_ha=-286.40101 de_lowest_ev=6.276 gap_ev=8.855
N 1.958 1.043 0.461
C 1.241 0.074 0.119
O -0.058 0.302 -0.264
C -0.937 -0.764 -0.406
C -0.990 -1.781 0.440
C -0.909 1.866 -0.742
H 2.901 0.723 0.668
H 1.500 -0.986 0.043
H -1.574 -0.595 -1.264
H -1.699 -2.580 0.259
H -0.374 -1.838 1.333
H 0.038 2.395 -0.964
H -1.097 2.142 0.316

72
Properties=species:S:1:pos:R:3 method="wB97M-V/def2-TZVPD" fmax_ev_per_a=2.7 homo_energy_ev="-8.235 / -8.277" s_squared=0.7660 e_tot_ha=-3981.36885 de_lowest_ev=1.475 gap_ev="6.559 / 6.524" multiplicity=2
Re 0.200 0.399 -0.170
N -1.591 0.215 -1.694
C -1.285 0.672 -3.031
C -2.205 1.384 -3.785
C -1.869 1.752 -5.080
C -0.632 1.413 -5.616
C 0.303 0.744 -4.838
C -0.024 0.397 -3.535
P 1.004 -0.495 -2.343
C 2.722 -0.209 -2.812
C 3.648 -1.246 -2.705
C 4.980 -1.016 -3.008
C 5.395 0.251 -3.400
C 4.478 1.289 -3.490
C 3.141 1.062 -3.199
C 0.630 -2.213 -2.828
C 1.082 -2.673 -4.069
C 0.687 -3.913 -4.537
C -0.165 -4.707 -3.776
C -0.617 -4.257 -2.547
C -0.224 -3.009 -2.073
H -2.409 0.712 -1.324
H -1.792 -0.784 -1.690
H -3.168 1.636 -3.355
H -2.580 2.307 -5.680
H -0.391 1.680 -6.638
H 1.287 0.522 -5.233
H 3.325 -2.229 -2.380
H 5.696 -1.825 -2.935
H 6.438 0.431 -3.631
H 4.803 2.281 -3.774
H 2.427 1.875 -3.268
H 1.753 -2.063 -4.665
H 1.042 -4.262 -5.499
H -0.470 -5.679 -4.144
H -1.269 -4.875 -1.943
H -0.559 -2.686 -1.101
S 3.668 3.308 -0.402
C 2.432 2.266 -0.315
S 0.801 2.547 -0.879
S 2.466 0.661 0.384
N -2.175 8.038 0.185
C -2.492 6.698 0.198
C -3.290 6.167 1.216
C -3.565 4.813 1.260
C -3.057 3.980 0.273
C -2.266 4.493 -0.752
C -1.988 5.841 -0.791
S -3.364 2.262 0.342
O -3.647 1.805 -1.010
O -4.335 1.994 1.354
N -1.912 1.609 0.643
C -1.378 1.558 1.877
N -0.189 0.916 1.836
C 0.434 0.605 2.986
C -0.104 0.983 4.185
C -1.257 1.771 4.126
N -1.883 2.075 3.000
H -2.650 8.665 0.805
H -1.724 8.436 -0.616
H -3.693 6.828 1.977
H -4.170 4.387 2.051
H -1.876 3.828 -1.515
H -1.375 6.247 -1.589
H 1.367 0.069 2.909
H 0.369 0.720 5.118
H -1.687 2.190 5.031
F -0.028 -3.322 2.165
B 0.803 -2.606 1.350
F -0.143 -1.557 0.663
F 1.350 -3.326 0.308
F 1.741 -1.834 2.021

11
Properties=species:S:1:pos:R:3 method="wB97M-V/def2-TZVPD" fmax_ev_per_a=7.0 homo_energy_ev=-9.813 e_tot_ha=-713.94164 de_lowest_ev=2.213 gap_ev=9.981 smiles=FC[C@@H](F)[C@H](F)I
F 1.536 -1.124 -1.606
C 0.444 -0.400 -1.244
C 0.563 0.258 0.136
F 0.836 1.493 -0.032
C -0.807 0.008 1.092
F -1.855 0.207 0.266
I -0.815 1.686 2.538
H 0.175 0.368 -1.989
H -0.395 -1.164 -1.320
H 1.353 -0.446 0.538
H -1.036 -0.884 1.620

20
Properties=species:S:1:pos:R:3 method="wB97M-V/def2-TZVPD" fmax_ev_per_a=6.0 homo_energy_ev=-8.513 e_tot_ha=-324.37110 de_lowest_ev=2.825 gap_ev=9.604 smiles=NCCNCCN
N -1.431 -1.886 -1.469
C -2.122 -1.327 -0.310
C -1.453 0.044 0.061
N -0.013 -0.124 0.276
C 0.646 0.711 1.173
C 2.085 1.143 0.871
N 2.206 1.421 -0.501
H -0.532 -1.393 -1.577
H -1.993 -1.506 -2.245
H -1.932 -2.141 0.439
H -3.250 -1.240 -0.574
H -1.560 0.635 -0.791
H -1.927 0.459 0.918
H 0.229 -1.015 0.596
H 0.704 0.189 2.294
H -0.188 1.640 1.237
H 2.651 0.092 1.101
H 2.418 1.936 1.524
H 2.613 2.404 -0.644
H 2.493 0.639 -1.188